Record 1
{
  "formula": "C25H15N5O3",
  "method": "ωB97M-V/def2-TZVPD",
  "symbols": ["N", "O", "O", "O", "C", "N", "C", "C", "C", "C", "C", "C", "C", "C", "C", "C", "C", "C", "C", "C", "C", "C", "C", "C", "C", "C", "C", "C", "C", "C", "N", "N", "N", "H", "H", "H", "H", "H", "H", "H", "H", "H", "H", "H", "H", "H", "H", "H"],
  "coordinates": [[-2.1211, -4.1989, 1.5356], [-4.6288, -5.0489, -2.2505], [4.5127, 2.7747, 0.4140], [1.8264, 1.6653, 3.9422], [-2.5950, -3.9702, 0.5041], [-1.8668, -1.8549, -1.1706], [-4.3527, -4.6746, -1.1108], [4.0918, 2.5953, 1.5338], [2.7745, 2.0199, 3.2325], [-1.7362, -0.8901, -2.0131], [-3.2466, -3.7418, -0.7586], [-2.9340, -2.6439, -1.5646], [6.4018, 3.9269, 4.3578], [5.6180, 3.4809, 5.4070], [-4.0259, -0.4770, -5.0320], [-4.8193, -1.5930, -4.8213], [5.9932, 3.6490, 3.0201], [4.4215, 2.8067, 5.1517], [-2.9628, -0.1616, -4.2110], [-4.5511, -2.4057, -3.7238], [0.2307, -0.1404, 0.3128], [0.9035, 1.5477, -1.2855], [1.1147, 0.4062, 1.2288], [1.7770, 2.0703, -0.3487], [4.7647, 3.0174, 2.7776], [4.0167, 2.5793, 3.8311], [-2.7091, -0.9840, -3.0911], [-3.5251, -2.0882, -2.8022], [0.0944, 0.4359, -0.9807], [1.9221, 1.5239, 0.9095], [-5.1200, -5.2854, -0.1506], [-0.8094, 0.1497, -1.9955], [2.8311, 2.0254, 1.8649], [7.3230, 4.4450, 4.5244], [5.9943, 3.6194, 6.3913], [-4.2758, 0.1880, -5.8828], [-5.6464, -1.8755, -5.4736], [6.5656, 3.9152, 2.1295], [3.8282, 2.4189, 5.9807], [-2.3726, 0.7043, -4.4083], [-5.1998, -3.2819, -3.5189], [-0.3610, -1.0321, 0.6144], [0.8945, 2.0335, -2.2454], [1.0698, -0.0374, 2.2369], [2.3093, 2.9874, -0.5967], [-4.8504, -5.2569, 0.8287], [-5.8805, -5.9461, -0.4233], [-0.6889, 0.6022, -2.8697]],
  "forces_ev_per_a": [[-0.4, 0.1, -0.8], [0.8, 1.4, -0.3], [-0.3, -0.4, 0.5], [1.2, 0.3, -1.6], [0.3, 0.2, 0.3], [0.6, 0.2, 1.0], [-1.6, -2.5, -1.0], [0.5, 0.8, -1.8], [-2.9, -1.1, 3.7], [1.2, 1.2, -0.5], [-0.4, 1.3, -0.9], [-0.3, -1.9, 1.5], [-0.8, -0.7, -2.2], [-0.4, -0.4, -0.9], [-0.5, 0.8, -1.3], [0.3, -0.5, 0.7], [-0.2, 0.3, -0.2], [-0.5, -0.5, 0.2], [0.1, -1.0, 1.3], [-0.5, -1.0, 1.3], [-0.9, -0.5, -0.9], [0.2, -0.6, 1.0], [0.1, 0.1, 0.4], [0.4, 1.0, -0.2], [1.5, 0.1, 1.0], [0.0, 0.6, 0.3], [-1.2, 0.6, -1.5], [-0.1, 0.3, -1.6], [1.3, 1.3, 0.5], [-1.3, -1.6, 0.5], [0.0, 0.2, 1.4], [-1.8, -3.0, 1.0], [1.8, 0.8, -0.3], [0.4, 0.1, 0.1], [-0.1, 0.1, 0.8], [0.3, -0.5, 0.6], [0.3, 0.3, 0.1], [0.2, 0.2, 0.5], [0.1, 0.2, -0.3], [0.3, 0.5, -0.1], [0.7, 0.6, -0.2], [0.4, 0.9, -0.4], [-0.3, 0.0, -0.3], [0.5, 0.4, -0.6], [0.1, -0.4, 0.0], [-0.2, 0.1, -0.3], [1.4, 1.0, 0.1], [0.1, 0.5, -0.4]],
  "mulliken_charge": [-0.55, -0.65, -0.59, -0.63, -0.19, -0.47, 0.38, 0.39, 0.37, 0.02, 1.20, -0.19, -0.58, -0.46, -0.60, -0.79, -0.33, -0.42, -0.41, -0.05, -0.72, -0.77, -0.34, -0.48, -0.02, 0.14, 0.77, -0.20, 0.82, 0.29, -0.42, -0.03, 0.23, 0.42, 0.42, 0.32, 0.41, 0.43, 0.43, 0.38, 0.39, 0.43, 0.32, 0.35, 0.34, 0.20, 0.25, 0.19],
  "gap_ev": 6.918,
  "total_charge": 0,
  "homo_energy_ev": -8.3,
  "spin_multiplicity": 1,
  "smiles": "N#C/C(C(N)=O)=C1\\N=C(Nc2ccc(N3C(=O)c4ccccc4C3=O)cc2)c2ccccc21",
  "de_lowest_ev": 0.000,
  "energy_ha": -1461.22249
}


Record 2
{
  "formula": "C45H43BN3O8P2S3Sn",
  "method": "ωB97M-V/def2-TZVPD",
  "symbols": ["Sn", "C", "C", "C", "C", "C", "C", "P", "C", "C", "C", "C", "C", "C", "C", "C", "C", "C", "C", "C", "H", "H", "H", "H", "H", "H", "H", "H", "H", "H", "H", "H", "H", "H", "O", "N", "O", "C", "N", "S", "O", "O", "C", "C", "C", "C", "C", "C", "H", "H", "H", "H", "C", "C", "C", "C", "C", "C", "C", "C", "O", "B", "O", "C", "C", "H", "H", "H", "H", "H", "H", "H", "H", "H", "H", "H", "H", "C", "P", "C", "C", "H", "H", "H", "H", "H", "H", "H", "H", "H", "O", "S", "O", "N", "C", "S", "C", "C", "C", "C", "C", "C", "H", "H", "H", "H"],
  "coordinates": [[1.8980, 0.2289, 0.5266], [5.1795, 0.2797, -3.2998], [4.8627, -0.5803, -2.2612], [3.5523, -0.9837, -2.0709], [2.5561, -0.5245, -2.9306], [2.8830, 0.2874, -4.0146], [4.1915, 0.7060, -4.1754], [0.8567, -1.0801, -2.6611], [0.1144, -1.6474, -4.1912], [-1.2661, -1.8337, -4.2588], [-1.8250, -2.3820, -5.3992], [-1.0133, -2.7405, -6.4671], [0.3567, -2.5399, -6.4048], [0.9273, -2.0019, -5.2644], [0.8048, -2.3291, -1.3616], [0.6581, -3.6516, -1.7807], [0.6554, -4.6686, -0.8448], [0.7891, -4.3513, 0.4989], [0.9377, -3.0299, 0.8940], [0.9628, -1.9609, -0.0116], [6.1992, 0.6041, -3.4435], [5.6345, -0.9454, -1.6011], [3.3080, -1.6815, -1.2774], [2.1159, 0.6171, -4.6969], [4.4473, 1.3575, -4.9975], [-1.8900, -1.5559, -3.4211], [-2.8931, -2.5343, -5.4607], [-1.4507, -3.1744, -7.3540], [0.9847, -2.8071, -7.2416], [1.9967, -1.8589, -5.2050], [0.5691, -3.8764, -2.8359], [0.5621, -5.6965, -1.1642], [0.8005, -5.1435, 1.2367], [1.0617, -2.8077, 1.9471], [-0.2258, 0.0718, -2.3010], [-0.4692, 0.4499, -0.9775], [-0.4159, 1.0146, 3.4211], [-0.5289, 1.7126, 2.4433], [0.3363, 1.6907, 1.3800], [-0.0314, 2.7585, 0.2654], [1.0020, 3.7168, 0.1373], [-0.6751, 1.8348, -0.9148], [-1.5023, 3.3908, 1.0040], [-2.4104, 4.3338, 0.5844], [-3.4668, 4.6170, 1.4436], [-3.5772, 3.9809, 2.6747], [-2.6465, 3.0315, 3.0775], [-1.6040, 2.7286, 2.2192], [-2.2884, 4.8211, -0.3713], [-4.2013, 5.3518, 1.1521], [-4.3852, 4.2415, 3.3429], [-2.7037, 2.5362, 4.0360], [-5.2084, -1.0108, 4.8355], [-5.2584, -2.2197, 3.8957], [-6.7336, -2.5090, 3.5783], [-4.6155, -3.4128, 4.6202], [-4.4686, -2.0031, 2.6101], [-4.5259, -2.9646, 1.5968], [-3.7607, -2.9015, 0.4413], [-2.9293, -1.8125, 0.3106], [-2.0560, -1.4703, -0.7052], [-1.5134, -0.2912, -0.2929], [-2.0056, 0.1558, 0.8988], [-2.8919, -0.8277, 1.2913], [-3.6350, -0.8984, 2.4467], [-5.7410, -1.2534, 5.7529], [-5.6886, -0.1450, 4.3830], [-4.1857, -0.7574, 5.1064], [-7.3102, -2.5356, 4.5022], [-6.8644, -3.4646, 3.0750], [-7.1407, -1.7247, 2.9405], [-5.1283, -3.6100, 5.5594], [-3.5723, -3.1886, 4.8356], [-4.6505, -4.3130, 4.0115], [-5.1840, -3.8123, 1.7071], [-3.8187, -3.6654, -0.3175], [-3.5402, -0.1289, 3.1928], [1.5049, -1.3109, 4.5608], [2.3309, -0.4000, 3.1968], [2.8123, 1.1581, 4.0283], [3.9753, -1.2166, 3.1049], [2.0964, -1.2339, 5.4725], [1.3843, -2.3588, 4.2947], [0.5251, -0.8667, 4.7170], [3.4852, 0.9575, 4.8607], [1.9157, 1.6559, 4.3878], [3.3148, 1.7925, 3.2980], [4.3990, -1.3559, 4.0979], [4.6276, -0.5763, 2.5122], [3.9005, -2.1804, 2.6055], [0.3938, 4.1473, -2.5356], [1.4559, 3.2792, -2.9909], [1.1610, 2.5221, -4.1752], [2.0376, 2.2358, -1.8029], [3.2124, 2.6741, -1.3712], [4.1052, 2.0653, -0.0853], [3.7753, 3.8095, -2.1157], [4.9893, 4.4382, -1.8836], [5.3316, 5.5118, -2.6901], [4.4847, 5.9461, -3.7025], [3.2685, 5.3124, -3.9326], [2.9373, 4.2483, -3.1245], [5.6273, 4.0806, -1.0891], [6.2721, 6.0153, -2.5197], [4.7682, 6.7989, -4.3028], [2.6006, 5.6391, -4.7154]],
  "forces_ev_per_a": [[0.1, -1.2, -0.1], [-0.1, -0.1, 0.0], [0.0, -0.1, 0.0], [0.1, -0.2, 0.0], [-0.6, -0.4, 0.0], [-0.1, 0.0, 0.0], [0.0, 0.0, -0.1], [0.8, -0.6, 0.0], [0.3, 0.1, 0.3], [-0.1, 0.0, 0.1], [0.0, 0.0, 0.0], [0.1, 0.1, 0.0], [0.0, -0.1, 0.0], [0.1, 0.0, 0.1], [0.1, 0.3, -0.2], [0.0, 0.1, -0.2], [0.0, 0.0, 0.0], [0.1, -0.1, 0.0], [0.1, 0.3, -0.1], [-0.2, 0.0, 0.3], [0.1, 0.0, 0.0], [0.1, 0.0, 0.1], [0.0, 0.1, 0.0], [0.0, 0.0, 0.0], [0.0, 0.1, -0.1], [-0.1, 0.0, 0.0], [0.0, 0.0, 0.0], [0.0, 0.0, -0.1], [0.0, 0.0, 0.0], [0.0, 0.0, 0.0], [-0.1, -0.1, 0.0], [0.0, 0.0, 0.0], [0.0, 0.0, 0.0], [-0.1, -0.1, 0.1], [-0.6, 1.0, 0.2], [1.1, 0.1, 0.3], [-0.1, 0.0, 0.0], [-0.4, 0.1, 0.5], [0.2, -0.3, -0.5], [0.0, -0.4, 2.1], [-0.5, 0.2, -0.9], [-0.4, 1.0, -1.2], [0.0, -0.4, 0.1], [0.1, 0.1, -0.2], [0.1, 0.0, -0.1], [0.1, 0.0, 0.1], [0.2, 0.0, -0.1], [-0.2, 0.1, 0.1], [-0.1, 0.1, -0.1], [0.0, 0.1, 0.0], [-0.1, 0.0, 0.0], [-0.1, 0.0, 0.0], [0.0, -0.2, -0.2], [-0.1, -0.1, 0.1], [0.2, 0.0, 0.0], [-0.1, 0.1, 0.0], [0.0, 0.1, 0.0], [0.0, 0.0, 0.0], [0.2, 0.2, -0.2], [-0.2, 0.3, 0.7], [0.0, -0.2, -0.6], [-0.3, -0.3, 0.1], [0.0, 0.3, 0.2], [-0.3, -0.7, -0.3], [0.2, 0.1, -0.2], [0.0, 0.0, 0.1], [0.0, 0.1, 0.0], [0.1, 0.1, 0.1], [0.0, 0.0, 0.0], [0.0, 0.0, 0.0], [-0.1, 0.0, 0.0], [-0.1, 0.0, 0.1], [0.1, 0.0, 0.1], [0.0, -0.1, 0.0], [-0.1, -0.1, 0.1], [0.0, -0.1, -0.1], [0.0, 0.1, 0.1], [-0.1, 0.1, -0.5], [0.5, 0.0, 0.7], [-0.2, -0.1, -0.4], [-0.3, 0.1, -0.2], [0.1, 0.0, 0.0], [0.0, -0.1, 0.0], [0.0, 0.0, 0.0], [0.0, 0.0, 0.0], [0.0, 0.1, 0.0], [0.0, 0.1, 0.0], [0.0, 0.0, 0.0], [0.1, 0.0, 0.0], [0.0, -0.1, 0.0], [0.1, -0.4, 0.3], [0.1, 0.1, 0.0], [0.0, -0.1, -0.2], [-0.1, 0.9, -0.3], [-0.2, -0.5, 0.1], [0.6, 0.3, 0.3], [0.2, 0.6, -0.4], [-0.2, 0.0, -0.2], [0.1, 0.0, 0.1], [-0.1, 0.0, 0.0], [-0.2, 0.1, -0.2], [0.1, -0.3, 0.4], [0.0, 0.0, 0.0], [0.0, 0.1, 0.0], [0.0, 0.0, -0.1], [0.0, 0.1, -0.1]],
  "mulliken_charge": [1.51, -0.72, -0.99, -0.50, 1.31, -0.23, -1.08, 1.39, -0.05, -0.37, -0.77, -0.59, -0.82, -0.29, 0.04, -0.97, -0.93, -0.77, -0.53, 0.56, 0.47, 0.49, 0.56, 0.74, 0.45, 0.31, 0.48, 0.41, 0.45, 0.45, 0.47, 0.44, 0.44, 0.30, -0.58, 0.89, -0.63, 0.01, 0.15, 1.44, -0.64, -0.26, -0.36, -0.59, -0.68, -0.76, -0.45, 0.34, 0.65, 0.47, 0.45, 0.59, -1.99, 1.86, -1.72, -1.60, 0.12, -0.12, -1.76, 0.35, -0.25, 0.31, 0.11, -0.32, -0.39, 0.46, 0.39, 0.39, 0.46, 0.33, 0.39, 0.43, 0.36, 0.37, 0.44, 0.59, 0.49, -1.37, 1.03, -1.32, -1.30, 0.47, 0.43, 0.22, 0.53, 0.29, 0.27, 0.47, 0.32, 0.36, -0.67, 1.16, -0.69, -0.10, 1.27, -0.72, -0.32, -0.96, -0.62, -0.56, -1.00, 0.51, 0.51, 0.44, 0.43, 0.54],
  "gap_ev": 5.913,
  "total_charge": 1,
  "homo_energy_ev": -8.7,
  "spin_multiplicity": 1,
  "de_lowest_ev": 3.576,
  "energy_ha": -4622.95865
}


Record 3
{
  "formula": "C19H32N2O5",
  "method": "ωB97M-V/def2-TZVPD",
  "symbols": ["C", "C", "O", "C", "C", "C", "C", "C", "O", "N", "C", "C", "C", "C", "O", "N", "C", "C", "C", "O", "C", "C", "C", "C", "C", "O", "H", "H", "H", "H", "H", "H", "H", "H", "H", "H", "H", "H", "H", "H", "H", "H", "H", "H", "H", "H", "H", "H", "H", "H", "H", "H", "H", "H", "H", "H", "H", "H"],
  "coordinates": [[0.5554, -2.4090, 0.2563], [0.7628, -2.8404, -1.1814], [-0.4611, -3.0430, -1.8797], [-1.1017, -1.8857, -2.3392], [-1.7738, -2.0184, -3.7122], [-2.9629, -1.1990, -3.1675], [-2.4993, -1.5260, -1.7365], [-2.5254, -0.4005, -0.7340], [-2.5130, 0.7745, -1.0748], [-2.4832, -0.7810, 0.5663], [-2.3115, 0.1293, 1.6821], [-1.3184, 1.2704, 1.4312], [-0.5045, 1.4392, 2.7526], [0.9330, 1.0587, 2.4342], [1.4079, -0.0291, 2.7007], [1.6209, 2.0148, 1.7421], [2.8002, 1.6879, 0.9791], [2.5509, 0.7973, -0.2171], [1.6774, 1.4587, -1.2668], [1.6865, 0.6624, -2.4329], [0.8269, 1.1812, -3.4255], [3.8369, 2.7693, 0.8920], [4.0767, 1.5516, 1.7458], [-1.1533, 0.4872, 3.7575], [-1.7279, -0.6187, 2.8833], [-2.6395, -1.5016, 3.5069], [1.5046, -2.3694, 0.7933], [0.1075, -1.4153, 0.3096], [-0.0999, -3.1134, 0.7730], [1.3732, -2.1062, -1.7194], [1.2776, -3.8007, -1.2190], [-0.4304, -1.0214, -2.2925], [-1.2319, -1.6416, -4.5789], [-2.0426, -3.0615, -3.8788], [-2.8600, -0.1321, -3.3558], [-3.9642, -1.5215, -3.4446], [-2.9593, -2.4362, -1.3479], [-2.5155, -1.7645, 0.7820], [-3.2837, 0.5486, 1.9747], [-0.6599, 1.0009, 0.6072], [-1.8255, 2.1837, 1.1318], [-0.5291, 2.4744, 3.0971], [1.1144, 2.8446, 1.4769], [3.5090, 0.5468, -0.6790], [2.0994, -0.1381, 0.1175], [0.6457, 1.5834, -0.9122], [2.0651, 2.4623, -1.5001], [0.8617, 0.5029, -4.2760], [-0.2051, 1.2529, -3.0603], [1.1534, 2.1767, -3.7486], [4.3792, 2.8572, -0.0395], [3.6331, 3.7031, 1.3978], [4.0135, 1.6675, 2.8174], [4.7861, 0.8139, 1.3989], [-0.4525, 0.1040, 4.4959], [-1.9696, 0.9991, 4.2791], [-0.9043, -1.2477, 2.5371], [-3.3501, -0.9827, 3.9006]],
  "forces_ev_per_a": [[0.0, 0.0, 0.0], [0.0, 0.0, 0.0], [0.0, 0.0, 0.0], [0.0, 0.0, 0.0], [0.0, 0.0, 0.0], [0.0, 0.0, 0.0], [0.0, 0.0, 0.0], [0.0, 0.0, 0.0], [0.0, 0.0, 0.0], [0.0, 0.0, 0.0], [0.0, 0.0, 0.0], [0.0, 0.0, 0.0], [0.0, 0.0, 0.0], [0.0, 0.0, 0.1], [0.0, 0.0, 0.0], [0.0, 0.0, 0.0], [-0.1, 0.0, 0.0], [0.1, 0.0, -0.1], [0.1, 0.1, 0.0], [-0.1, -0.1, 0.0], [0.0, 0.0, 0.0], [0.0, 0.0, 0.0], [0.0, 0.0, 0.0], [0.0, 0.0, 0.0], [0.0, 0.0, 0.0], [0.0, 0.0, 0.0], [0.0, 0.0, 0.0], [0.0, 0.0, 0.0], [0.0, 0.0, 0.0], [0.0, 0.0, 0.0], [0.0, 0.0, 0.0], [0.0, 0.0, 0.0], [0.0, 0.0, 0.0], [0.0, 0.0, 0.0], [0.0, 0.0, 0.0], [0.0, 0.0, 0.0], [0.0, 0.0, 0.0], [0.0, 0.0, 0.0], [0.0, 0.0, 0.0], [0.0, 0.0, 0.0], [0.0, 0.0, 0.0], [0.0, 0.0, 0.0], [0.0, 0.0, 0.0], [0.0, 0.0, 0.0], [0.0, 0.0, 0.0], [0.0, 0.0, 0.0], [0.0, 0.0, 0.0], [0.0, 0.0, 0.0], [0.0, 0.0, 0.0], [0.0, 0.0, 0.0], [0.0, 0.0, 0.0], [0.0, 0.0, 0.0], [0.0, 0.0, 0.0], [0.0, 0.0, 0.0], [0.0, 0.0, 0.0], [0.0, 0.0, 0.0], [0.0, 0.0, 0.0], [0.0, 0.0, 0.0]],
  "mulliken_charge": [-0.31, -0.54, -0.52, 1.28, -0.87, -0.77, -0.19, -0.06, -0.69, -0.06, -0.08, 0.03, 0.22, -0.02, -0.64, -0.03, 0.61, -0.46, -0.20, -0.40, -0.73, -0.57, -0.86, -1.40, 0.03, -0.61, 0.48, -0.42, 0.45, 0.29, 0.37, -0.41, 0.30, 0.29, 0.28, 0.36, 0.58, 0.37, 0.37, -0.82, 0.44, 0.64, 0.35, 0.55, -0.57, 0.29, 0.45, 0.23, 0.26, 0.32, 0.27, 0.29, 0.26, 0.23, 0.40, 0.42, 0.09, 0.41],
  "gap_ev": 9.952,
  "total_charge": 0,
  "homo_energy_ev": -9.3,
  "spin_multiplicity": 1,
  "smiles": "CCO[C@H]1CC[C@@H]1C(=O)N[C@@H]1C[C@H](C(=O)NC2(CCOC)CC2)C[C@H]1O",
  "de_lowest_ev": 3.750,
  "energy_ha": -1228.87662
}